(1)
{
  "formula": "C3H5FOS",
  "method": "ωB97M-V with the def2-TZVPD basis set",
  "symbols": ["C", "C", "C", "O", "F", "S", "H", "H", "H", "H", "H"],
  "xyz": [[-0.6220, -0.2183, 0.1767], [0.6241, 3.2235, -0.2121], [0.7100, 0.4419, -0.0234], [1.9445, 2.9183, 0.3112], [0.1699, 4.3038, 0.4856], [0.8755, 1.9469, 1.0536], [-0.6346, -0.5332, 1.1761], [-0.8250, -1.1256, -0.5814], [1.4009, -0.0648, 0.5423], [1.0039, 0.6091, -0.9903], [-1.3613, 0.5545, -0.0474]],
  "forces_ev_per_a": [[-0.72, -0.44, -3.02], [-0.24, 1.10, -0.69], [-0.70, 0.65, 2.35], [-0.08, 0.28, -0.34], [0.24, 0.41, -0.15], [-0.88, -1.58, 0.27], [-0.74, -0.71, 1.34], [0.71, 2.01, 1.83], [2.11, -2.13, 0.35], [0.75, 0.80, -2.20], [-0.46, -0.40, 0.25]],
  "nbo_charge": [-0.624, 0.212, -0.506, -0.625, -0.374, 0.805, 0.210, 0.235, 0.202, 0.240, 0.224],
  "charge": 0,
  "de_lowest_kcal_mol": 92.56,
  "lumo_energy_ev": 0.31,
  "gap_ev": 9.29,
  "total_energy_ev": -18787.888
}

=====

(2)
{
  "formula": "C3H5F2NO",
  "method": "ωB97M-V with the def2-TZVPD basis set",
  "symbols": ["C", "C", "C", "N", "O", "F", "F", "H", "H", "H", "H", "H"],
  "xyz": [[-0.3947, -0.0104, 0.5003], [-2.3186, -0.6069, -0.3049], [0.1291, 1.3736, 0.7804], [0.0385, -2.1345, -0.3710], [0.5152, -0.8108, -0.0474], [-3.0908, -0.6465, 0.7413], [-2.7543, 0.5520, -0.9526], [-0.4038, 2.0614, 0.1341], [1.1404, 1.3445, 0.6753], [-0.0327, 1.6919, 1.7673], [-1.0032, -2.0226, -0.5337], [0.7524, -2.6003, -0.9587]],
  "forces_ev_per_a": [[0.11, -1.38, -1.34], [0.20, 1.04, -0.83], [-1.79, -1.61, -0.86], [-0.05, 0.16, 1.08], [-1.47, 1.25, 0.76], [-0.41, -0.18, 0.73], [0.89, -0.87, 0.64], [0.11, 0.15, -0.30], [3.08, 0.48, -0.86], [-0.79, 0.13, 1.50], [1.28, -0.16, -0.70], [-1.15, 0.98, 0.17]],
  "nbo_charge": [0.375, 0.501, -0.739, -0.562, -0.331, -0.345, -0.397, 0.260, 0.216, 0.245, 0.398, 0.380],
  "charge": 0,
  "de_lowest_kcal_mol": 159.92,
  "lumo_energy_ev": -0.09,
  "gap_ev": 8.29,
  "total_energy_ev": -12157.951
}

=====

(3)
{
  "formula": "C26H25N4OS3SiW",
  "method": "ωB97M-V with the def2-TZVPD basis set",
  "symbols": ["W", "S", "C", "S", "C", "C", "N", "C", "N", "C", "C", "C", "C", "Si", "O", "C", "C", "C", "C", "C", "C", "C", "C", "C", "C", "C", "C", "H", "H", "H", "H", "H", "H", "H", "H", "H", "H", "H", "H", "H", "H", "H", "H", "H", "H", "H", "N", "C", "S", "C", "C", "C", "N", "C", "C", "H", "H", "H", "H", "H", "H"],
  "xyz": [[-0.1394, -1.0013, -0.2048], [-0.1842, 1.3047, -0.1113], [-1.4865, 0.6523, 0.9162], [-0.9750, -0.7062, 1.9295], [-2.8027, 0.9815, 0.7298], [-3.8286, 0.3246, 1.4751], [-4.6463, -0.2353, 2.0576], [-3.1776, 1.9709, -0.2272], [-3.4787, 2.7475, -1.0196], [-3.5405, -3.0693, -3.3576], [-2.1184, -2.8282, -3.8871], [-2.0309, -1.4305, -4.5121], [-1.7679, -3.8900, -4.9419], [-0.9422, -2.9941, -2.4623], [-1.3581, -1.7940, -1.3236], [-1.0078, -4.5973, -1.5332], [-0.4196, -5.7564, -2.0514], [-0.4362, -6.9452, -1.3345], [-1.0494, -6.9954, -0.0907], [-1.6602, -5.8625, 0.4291], [-1.6435, -4.6741, -0.2886], [0.8423, -2.4556, -2.7752], [1.9499, -3.3099, -2.7932], [3.2291, -2.8172, -3.0153], [3.4340, -1.4521, -3.2062], [2.3600, -0.5793, -3.1600], [1.0790, -1.0801, -2.9500], [-4.2530, -2.9996, -4.1834], [-3.8265, -2.3251, -2.6114], [-3.6480, -4.0605, -2.9113], [-2.7633, -1.3501, -5.3193], [-1.0475, -1.2362, -4.9458], [-2.2583, -0.6438, -3.7882], [-2.4413, -3.7998, -5.7978], [-1.8770, -4.9029, -4.5467], [-0.7470, -3.7711, -5.3162], [0.0535, -5.7407, -3.0277], [0.0237, -7.8318, -1.7508], [-1.0663, -7.9236, 0.4653], [-2.1622, -5.9047, 1.3872], [-2.1466, -3.8046, 0.1234], [1.8178, -4.3731, -2.6325], [4.0685, -3.5024, -3.0352], [4.4319, -1.0772, -3.3957], [2.5055, 0.4820, -3.3176], [0.2439, -0.3846, -2.9973], [6.0682, -4.2668, 1.0297], [5.0003, -4.6149, 0.3029], [4.9243, -5.8851, -0.7271], [3.8320, -3.6971, 0.3962], [3.9757, -2.3362, 0.1862], [2.8506, -1.5469, 0.1011], [1.6144, -2.0346, 0.2945], [1.4752, -3.3521, 0.5996], [2.5501, -4.2039, 0.6078], [6.8950, -4.8418, 0.9829], [6.0289, -3.5425, 1.7276], [4.9466, -1.8945, 0.0097], [2.9109, -0.4942, -0.1406], [0.4726, -3.7096, 0.8017], [2.3992, -5.2614, 0.7744]],
  "forces_ev_per_a": [[0.49, 0.08, -0.23], [-0.13, -0.01, 0.01], [-0.07, 0.06, 0.04], [-0.01, 0.10, 0.13], [0.04, 0.03, 0.08], [-0.02, 0.03, -0.05], [0.02, -0.01, 0.02], [-0.10, 0.00, -0.01], [0.05, 0.01, -0.01], [0.01, -0.01, 0.02], [-0.08, -0.07, -0.22], [0.01, -0.01, 0.02], [0.03, 0.00, 0.05], [0.02, 0.19, -0.03], [-0.36, -0.16, -0.06], [0.01, -0.06, -0.05], [0.00, -0.02, 0.08], [0.02, 0.03, -0.06], [-0.01, -0.03, 0.02], [-0.02, 0.04, 0.02], [-0.02, -0.04, -0.02], [-0.04, 0.06, 0.03], [0.09, 0.00, -0.05], [-0.10, 0.00, 0.01], [0.01, -0.03, 0.00], [0.11, -0.02, -0.03], [-0.20, 0.06, 0.05], [0.00, 0.00, -0.01], [0.00, 0.00, 0.00], [0.01, 0.00, 0.00], [0.00, 0.00, 0.00], [0.00, 0.00, 0.00], [0.01, 0.00, 0.00], [-0.01, 0.02, 0.01], [0.00, 0.00, -0.01], [0.00, -0.01, -0.01], [-0.01, -0.02, 0.01], [0.00, -0.01, 0.01], [0.00, 0.00, 0.01], [0.00, -0.02, 0.00], [0.02, 0.01, -0.01], [0.03, 0.00, 0.00], [-0.01, 0.01, -0.01], [0.00, 0.00, 0.00], [0.01, 0.00, 0.00], [-0.01, -0.01, -0.03], [-0.01, -0.01, 0.00], [0.13, -0.05, -0.02], [-0.03, 0.04, 0.01], [-0.22, -0.13, 0.03], [0.09, 0.14, -0.02], [-0.16, 0.24, 0.00], [0.22, -0.52, 0.25], [0.19, 0.18, -0.06], [-0.03, -0.11, 0.11], [0.00, 0.00, 0.00], [-0.01, 0.00, 0.00], [0.00, 0.02, 0.00], [0.04, -0.01, 0.00], [0.01, 0.01, -0.04], [0.00, 0.00, 0.02]],
  "nbo_charge": [1.385, 0.072, -0.313, 0.078, -0.272, 0.247, -0.220, 0.246, -0.219, -0.611, -0.552, -0.608, -0.613, 2.017, -1.060, -0.573, -0.198, -0.192, -0.207, -0.157, -0.235, -0.467, -0.226, -0.185, -0.202, -0.195, -0.286, 0.226, 0.219, 0.218, 0.228, 0.211, 0.214, 0.229, 0.216, 0.211, 0.216, 0.228, 0.229, 0.222, 0.222, 0.232, 0.237, 0.231, 0.234, 0.236, -0.743, 0.058, -0.051, -0.007, -0.242, 0.111, -0.552, 0.042, -0.154, 0.427, 0.406, 0.252, 0.237, 0.245, 0.261],
  "charge": 1,
  "de_lowest_kcal_mol": 4.59,
  "s2": 2.048,
  "lumo_energy_ev": [-4.48, -4.96],
  "spin_multiplicity": 3,
  "gap_ev": [6.90, 6.86],
  "total_energy_ev": -77580.288
}

=====

(4)
{
  "formula": "C37H52BBrN8O4P3",
  "method": "ωB97M-V with the def2-TZVPD basis set",
  "symbols": ["C", "C", "B", "O", "C", "C", "C", "Br", "C", "C", "P", "P", "O", "O", "O", "N", "P", "C", "C", "H", "H", "H", "H", "H", "H", "H", "H", "H", "H", "H", "H", "H", "H", "H", "H", "H", "N", "C", "C", "C", "C", "H", "H", "H", "H", "H", "N", "C", "C", "C", "C", "H", "H", "H", "H", "H", "N", "C", "C", "C", "C", "H", "H", "H", "H", "H", "N", "C", "C", "C", "C", "H", "H", "H", "H", "H", "N", "C", "C", "C", "C", "H", "H", "H", "H", "H", "N", "C", "C", "C", "C", "H", "H", "H", "H", "H", "N", "C", "C", "C", "C", "H", "H", "H", "H", "H"],
  "xyz": [[-0.9976, -0.1207, -0.2837], [-1.0386, -0.5598, -1.7697], [-0.5710, 0.4872, -2.8288], [-0.2444, 0.0719, -4.0912], [-0.5155, 2.0680, -2.5523], [-1.7486, 2.7035, -2.5167], [-1.8262, 4.0599, -2.2811], [-3.4696, 4.9376, -2.1808], [-0.6637, 4.7896, -2.1101], [0.5641, 4.1425, -2.1450], [2.1144, 5.1357, -1.8890], [1.7568, 6.4233, -0.1818], [2.3641, 7.6929, -0.5500], [2.4999, 5.7835, 1.0826], [0.1938, 6.5751, 0.1999], [0.6271, 2.7887, -2.3537], [2.2721, 2.0257, -2.3545], [2.5179, 1.0584, -3.8834], [2.4748, 0.9819, -0.8643], [-1.9591, -0.3576, 0.1537], [-0.7705, 0.9316, -0.1479], [-0.2740, -0.7406, 0.2334], [-2.0719, -0.8062, -2.0270], [-0.4828, -1.4801, -1.9255], [0.0524, 0.8406, -4.5882], [-2.6605, 2.1431, -2.6499], [-0.6672, 5.8467, -1.9176], [2.0579, 6.0680, -2.9378], [1.9456, 5.1304, 1.5314], [-0.0383, 6.0264, 0.9602], [2.1474, 1.5660, -4.7671], [2.1099, 0.0568, -3.8045], [3.5936, 0.9662, -3.9964], [2.9027, 0.0084, -1.0759], [3.1313, 1.5422, -0.2097], [1.5292, 0.8974, -0.3327], [5.1380, -1.1894, 1.2306], [5.5494, -2.2911, 0.5273], [5.2475, -3.3975, 1.2750], [4.6273, -2.9456, 2.4735], [4.5740, -1.5796, 2.4120], [5.2376, -0.2380, 0.9318], [6.0197, -2.1931, -0.4359], [5.4486, -4.4180, 0.9969], [4.2646, -3.5562, 3.2833], [4.1871, -0.8465, 3.0993], [-6.6023, 6.9112, -1.3186], [-7.7229, 6.1241, -1.3871], [-8.7130, 6.7469, -0.6795], [-8.1719, 7.9581, -0.1663], [-6.8702, 8.0326, -0.5778], [-5.7218, 6.6987, -1.7442], [-7.7181, 5.1953, -1.9314], [-9.7157, 6.3789, -0.5446], [-8.6832, 8.6902, 0.4351], [-6.1158, 8.7816, -0.4101], [-1.5050, -2.8659, -4.2259], [-2.8672, -3.0204, -4.2291], [-3.1413, -4.3581, -4.3109], [-1.8969, -5.0421, -4.3571], [-0.9091, -4.0973, -4.3021], [-1.0291, -1.9858, -4.1671], [-3.5228, -2.1673, -4.1749], [-4.1234, -4.7990, -4.3363], [-1.7459, -6.1060, -4.4245], [0.1636, -4.1950, -4.3124], [4.0400, -3.0380, -6.8438], [2.8309, -2.4090, -6.9433], [2.1830, -2.5597, -5.7459], [3.0402, -3.3061, -4.8897], [4.1783, -3.5841, -5.5983], [4.7228, -3.0944, -7.5767], [2.5352, -1.9146, -7.8525], [1.2014, -2.1807, -5.5094], [2.8427, -3.6077, -3.8740], [5.0680, -4.1242, -5.3250], [-0.6294, -3.7796, 3.9261], [0.4823, -3.5977, 3.1445], [0.0747, -3.5318, 1.8436], [-1.3406, -3.6760, 1.8350], [-1.7463, -3.8260, 3.1329], [-0.6282, -3.8724, 4.9276], [1.4642, -3.5323, 3.5819], [0.7191, -3.3955, 0.9907], [-1.9865, -3.6714, 0.9726], [-2.7252, -3.9616, 3.5592], [-0.0576, -0.5329, 4.3920], [1.2697, -0.2921, 4.1987], [1.4193, 1.0313, 3.8782], [0.1190, 1.6112, 3.8830], [-0.7698, 0.6173, 4.2022], [-0.4467, -1.4282, 4.6288], [1.9895, -1.0857, 4.3018], [2.3528, 1.5271, 3.6668], [-0.1354, 2.6382, 3.6786], [-1.8404, 0.6318, 4.3113], [0.1844, -3.1214, 7.8724], [-1.0628, -3.1218, 8.4432], [-1.0619, -4.0531, 9.4443], [0.2355, -4.6349, 9.4834], [0.9817, -4.0397, 8.5044], [0.4729, -2.5335, 7.1133], [-1.8367, -2.4619, 8.0895], [-1.8963, -4.2913, 10.0816], [0.5792, -5.4020, 10.1561], [2.0046, -4.1880, 8.2040]],
  "forces_ev_per_a": [[-0.16, -0.83, -0.60], [0.06, 0.87, 0.19], [0.40, -0.61, -0.10], [-0.29, 0.52, 0.59], [-0.38, 0.18, 0.24], [0.08, -0.16, 0.03], [-0.10, 0.42, 0.00], [0.01, -0.17, -0.02], [0.59, -0.46, -0.04], [-0.24, 0.49, -0.05], [1.15, -0.94, 0.20], [0.06, 1.69, -0.16], [0.14, 0.02, -0.26], [-0.94, -0.51, -0.23], [0.52, -0.78, 0.26], [-0.73, -0.71, -0.06], [2.29, 1.60, -0.33], [-0.73, -0.81, 0.61], [-1.01, 0.24, -0.11], [-0.11, 0.24, 0.36], [-0.01, 0.16, 0.16], [0.21, 0.19, 0.31], [-0.11, -0.14, -0.18], [0.03, -0.21, -0.05], [0.00, -0.27, -0.62], [-0.04, -0.21, -0.04], [-0.19, 0.15, -0.04], [-0.66, 0.15, 0.13], [0.39, -0.15, 0.29], [-0.41, 0.22, 0.07], [-0.08, 0.19, -0.08], [0.01, -0.18, -0.36], [0.21, 0.17, 0.13], [-0.09, -0.20, -0.11], [0.24, 0.05, 0.03], [-0.07, -0.42, 0.09], [-0.06, 0.02, -0.13], [-0.03, 0.00, 0.03], [-0.05, 0.00, -0.01], [-0.03, 0.00, -0.07], [-0.06, 0.08, 0.09], [0.10, 0.01, 0.01], [0.04, -0.02, 0.01], [0.01, -0.01, 0.01], [0.04, -0.02, 0.01], [0.02, -0.03, 0.05], [-0.06, -0.03, 0.03], [0.06, -0.02, 0.00], [-0.01, 0.01, 0.01], [-0.02, -0.01, 0.00], [0.05, -0.03, 0.00], [-0.02, 0.12, -0.05], [-0.02, 0.00, -0.01], [-0.01, 0.00, 0.00], [-0.01, 0.01, 0.00], [-0.01, 0.02, 0.00], [-0.13, -0.15, 0.03], [0.03, 0.10, 0.03], [-0.02, -0.01, 0.02], [-0.01, -0.01, 0.02], [0.10, 0.07, 0.04], [0.08, 0.00, -0.16], [-0.02, -0.01, -0.04], [-0.01, 0.00, -0.01], [0.00, -0.01, 0.00], [-0.01, -0.03, -0.04], [-0.02, 0.04, 0.07], [0.04, 0.02, -0.03], [-0.02, 0.11, 0.09], [-0.02, 0.07, 0.04], [0.04, 0.00, -0.05], [0.01, -0.02, -0.02], [-0.03, -0.03, -0.01], [-0.02, -0.03, -0.06], [0.00, -0.03, 0.00], [-0.01, -0.03, 0.01], [0.00, 0.17, 0.11], [0.09, -0.05, 0.20], [-0.05, 0.08, -0.12], [-0.04, 0.07, -0.04], [-0.01, 0.06, 0.04], [0.00, -0.23, -0.01], [0.02, -0.06, -0.04], [0.03, -0.04, 0.00], [0.00, -0.04, -0.01], [0.00, -0.04, -0.01], [-0.06, 0.15, 0.09], [0.10, -0.08, -0.02], [-0.04, 0.03, -0.05], [0.03, -0.03, -0.10], [-0.01, -0.03, -0.01], [-0.09, -0.04, -0.21], [0.05, 0.03, -0.04], [0.01, 0.01, 0.06], [-0.02, 0.02, 0.05], [0.00, 0.02, 0.01], [-0.02, -0.04, -0.12], [0.00, 0.00, -0.07], [0.01, -0.02, 0.01], [-0.02, 0.00, 0.01], [-0.01, 0.00, -0.05], [0.07, 0.13, 0.10], [-0.01, 0.02, 0.03], [0.00, 0.00, 0.01], [0.00, 0.00, 0.01], [0.01, 0.00, 0.02]],
  "lowdin_charge": [-0.085, -0.121, -0.462, 0.141, -0.098, -0.032, -0.639, 0.908, -0.117, -0.445, 0.869, 0.225, -0.284, -0.138, -0.154, -0.160, 0.949, -0.252, -0.223, 0.078, 0.055, 0.066, 0.114, 0.109, 0.100, 0.133, 0.095, -0.043, 0.075, 0.082, 0.056, 0.028, 0.056, 0.055, 0.028, 0.024, -0.004, -0.141, -0.102, -0.108, -0.147, 0.133, 0.104, 0.094, 0.088, 0.095, -0.011, -0.145, -0.105, -0.104, -0.139, 0.075, 0.103, 0.093, 0.094, 0.106, 0.008, -0.146, -0.104, -0.099, -0.131, 0.087, 0.102, 0.093, 0.095, 0.093, 0.010, -0.134, -0.130, -0.119, -0.134, 0.149, 0.108, 0.071, 0.088, 0.110, -0.003, -0.155, -0.109, -0.105, -0.131, 0.134, 0.099, 0.091, 0.092, 0.110, 0.022, -0.149, -0.118, -0.123, -0.132, 0.113, 0.093, 0.083, 0.079, 0.110, -0.013, -0.149, -0.105, -0.104, -0.141, 0.123, 0.102, 0.093, 0.094, 0.105],
  "charge": 1,
  "lumo_energy_ev": -4.60,
  "gap_ev": 5.31,
  "total_energy_ev": -157902.993
}